1.
{"formula": "C2H4Cl5Hg", "method": "ωB97M-V/def2-TZVPD", "spin_multiplicity": 2, "lumo_energy_ev": [-12.6214, -13.2230], "orbital_gap_ev": [5.58, 3.53], "total_charge": 2, "e_above_lowest_kj_mol": 0.0, "s_squared": 0.754, "elements": ["Hg", "Cl", "C", "Cl", "Cl", "H", "H", "C", "Cl", "Cl", "H", "H"], "xyz": [[4.411, 0.968, -1.460], [2.199, -0.262, -1.248], [-0.001, -1.177, 1.914], [-1.552, -1.572, 1.214], [-0.095, 0.007, 3.241], [0.434, -2.086, 2.329], [0.654, -0.802, 1.127], [-1.126, 0.912, -1.503], [-0.743, 2.351, -0.554], [-2.862, 0.574, -1.595], [-0.688, 0.986, -2.499], [-0.633, 0.101, -0.968]], "lowdin_charge": [1.163, -0.054, -0.957, 0.724, 0.670, 0.071, -0.010, -1.005, 0.626, 0.757, 0.058, -0.042]}

2.
{"formula": "C4H8N2OS", "method": "ωB97M-V/def2-TZVPD", "lumo_energy_ev": 0.2493, "orbital_gap_ev": 8.92, "total_charge": 0, "e_above_lowest_kj_mol": 190.6, "smiles": "CN/N=C(\\C)OC=S", "elements": ["C", "N", "N", "C", "C", "O", "C", "S", "H", "H", "H", "H", "H", "H", "H", "H"], "xyz": [[-0.446, 1.327, -2.182], [-0.835, 0.444, -1.097], [0.274, -0.009, -0.396], [0.057, -0.595, 0.698], [-1.252, -0.879, 1.353], [1.129, -1.084, 1.436], [2.370, -0.657, 1.168], [3.678, -1.301, 1.866], [0.087, 2.187, -1.826], [0.192, 0.774, -2.877], [-1.368, 1.620, -2.707], [-1.527, 0.885, -0.483], [-1.641, 0.001, 1.905], [-1.143, -1.691, 2.105], [-1.973, -1.185, 0.603], [2.396, 0.164, 0.435]], "lowdin_charge": [-0.113, -0.132, 0.070, -0.390, -0.002, -0.079, -0.726, 0.686, 0.063, 0.079, 0.083, 0.115, 0.098, 0.099, 0.078, 0.071]}

3.
{"formula": "C36H27Cl2N8O2RuS", "method": "ωB97M-V/def2-TZVPD", "spin_multiplicity": 2, "lumo_energy_ev": [-0.5761, -1.8199], "orbital_gap_ev": [5.96, 4.71], "total_charge": 0, "e_above_lowest_kj_mol": 126.2, "s_squared": 0.762, "elements": ["Ru", "Cl", "C", "C", "C", "N", "C", "O", "C", "C", "C", "C", "C", "N", "C", "C", "C", "Cl", "N", "C", "O", "C", "C", "C", "C", "C", "N", "H", "H", "H", "H", "H", "H", "H", "H", "H", "H", "N", "C", "C", "C", "C", "C", "C", "S", "N", "C", "C", "C", "C", "C", "C", "N", "H", "H", "H", "H", "H", "H", "H", "H", "H", "C", "C", "C", "C", "C", "C", "N", "H", "H", "H", "H", "H", "H", "H", "H"], "xyz": [[0.345, -0.469, -0.309], [1.782, -2.489, -6.656], [0.916, -2.171, -5.184], [1.388, -1.176, -4.344], [0.732, -0.917, -3.145], [1.266, -0.145, -2.112], [2.363, 0.594, -2.202], [3.075, 0.868, -3.171], [2.745, 1.145, -0.837], [3.839, 1.991, -0.730], [4.157, 2.531, 0.499], [3.352, 2.229, 1.589], [2.284, 1.373, 1.401], [1.988, 0.815, 0.226], [-0.458, -1.593, -2.826], [-0.892, -2.605, -3.667], [-0.204, -2.908, -4.831], [-0.787, -4.203, -5.830], [-1.141, -1.246, -1.613], [-2.459, -1.097, -1.845], [-2.992, -1.203, -2.956], [-3.501, -0.845, -0.749], [-4.765, -1.387, -1.021], [-5.803, -1.167, -0.143], [-5.576, -0.377, 0.977], [-4.302, 0.123, 1.154], [-3.281, -0.112, 0.332], [2.283, -0.628, -4.597], [4.394, 2.201, -1.633], [5.006, 3.192, 0.608], [3.540, 2.645, 2.568], [1.618, 1.146, 2.223], [-1.787, -3.158, -3.430], [-4.893, -1.954, -1.929], [-6.782, -1.587, -0.336], [-6.358, -0.149, 1.686], [-4.089, 0.756, 2.011], [-1.457, 2.765, 1.739], [-0.895, 3.974, 1.274], [-0.826, 5.077, 2.106], [-0.267, 6.261, 1.640], [0.257, 6.326, 0.359], [0.215, 5.206, -0.463], [-0.384, 4.038, -0.022], [-0.538, 2.654, -1.109], [-0.570, 1.392, 0.035], [-1.045, 1.560, 1.225], [-1.171, 0.329, 2.065], [-1.774, 0.272, 3.311], [-2.013, -0.976, 3.872], [-1.657, -2.107, 3.152], [-1.004, -1.966, 1.939], [-0.720, -0.768, 1.424], [-1.828, 2.781, 2.673], [-1.217, 5.018, 3.114], [-0.235, 7.125, 2.288], [0.702, 7.240, -0.003], [0.634, 5.245, -1.459], [-2.090, 1.161, 3.839], [-2.498, -1.055, 4.835], [-1.867, -3.099, 3.526], [-0.681, -2.812, 1.345], [2.074, -3.467, -1.943], [2.290, -3.232, -0.512], [3.118, -4.077, 0.306], [3.099, -3.549, 1.552], [2.256, -2.381, 1.480], [2.034, -1.506, 2.658], [1.770, -2.203, 0.234], [2.493, -4.425, -2.239], [2.554, -2.680, -2.529], [1.017, -3.433, -2.200], [3.643, -4.945, -0.054], [3.608, -3.884, 2.440], [2.999, -1.201, 3.072], [1.513, -2.055, 3.445], [1.459, -0.627, 2.408]], "lowdin_charge": [1.135, 0.652, -0.683, -0.054, -0.226, -0.028, -0.490, 0.021, -0.165, 0.011, -0.046, -0.046, -0.142, 0.002, -0.244, -0.070, -0.679, 0.651, 0.001, -0.462, -0.001, -0.160, -0.004, -0.061, -0.068, -0.144, 0.124, 0.100, 0.121, 0.110, 0.106, 0.096, 0.117, 0.115, 0.107, 0.099, 0.094, 0.137, -0.244, -0.026, -0.083, -0.085, -0.093, -0.448, 1.046, -0.348, -0.353, -0.232, -0.028, -0.051, -0.039, -0.117, -0.060, 0.123, 0.112, 0.104, 0.104, 0.110, 0.109, 0.111, 0.111, 0.120, 0.005, -0.252, -0.019, -0.021, -0.296, -0.033, 0.051, 0.093, 0.099, 0.082, 0.111, 0.110, 0.100, 0.094, 0.014]}

4.
{"formula": "C2H4N6", "method": "ωB97M-V/def2-TZVPD", "lumo_energy_ev": 0.7443, "orbital_gap_ev": 9.39, "total_charge": 0, "e_above_lowest_kj_mol": 308.2, "smiles": "N/N=C\\c1nn[nH]n1", "elements": ["N", "N", "C", "C", "N", "N", "N", "N", "H", "H", "H", "H"], "xyz": [[-2.290, -0.789, -0.021], [-2.060, 0.533, -0.199], [-0.911, 1.071, 0.042], [0.457, 0.436, 0.105], [0.707, -0.885, 0.082], [2.010, -1.005, -0.024], [2.560, 0.020, -0.194], [1.725, 1.017, 0.034], [-1.607, -1.554, 0.357], [-3.165, -1.295, -0.242], [-0.872, 2.146, 0.223], [3.445, 0.305, -0.163]], "lowdin_charge": [-0.027, -0.043, -0.137, -0.282, 0.057, -0.037, -0.050, 0.088, 0.124, 0.097, 0.095, 0.115]}

5.
{"formula": "C22H50N11O2P3S", "method": "ωB97M-V/def2-TZVPD", "lumo_energy_ev": -0.7961, "orbital_gap_ev": 7.30, "total_charge": 0, "smiles": "NC(N)(N)Cc1cccc2nc([PH2]=S)cnc12.CN(C)P(=O)(N(C)C)N(C)C.CN(C)P(=O)(N(C)C)N(C)C", "elements": ["N", "C", "N", "N", "C", "C", "C", "C", "C", "C", "N", "C", "P", "S", "C", "N", "C", "H", "H", "H", "H", "H", "H", "H", "H", "H", "H", "H", "H", "H", "H", "C", "N", "C", "P", "O", "N", "C", "C", "N", "C", "C", "H", "H", "H", "H", "H", "H", "H", "H", "H", "H", "H", "H", "H", "H", "H", "H", "H", "H", "C", "N", "C", "P", "O", "N", "C", "C", "N", "C", "C", "H", "H", "H", "H", "H", "H", "H", "H", "H", "H", "H", "H", "H", "H", "H", "H", "H", "H"], "xyz": [[-6.117, -1.950, 2.333], [-5.100, -1.306, 1.447], [-5.490, -1.502, 0.024], [-5.121, 0.136, 1.763], [-3.666, -2.002, 1.621], [-2.505, -1.021, 1.993], [-1.925, -1.149, 3.319], [-0.792, -0.210, 3.722], [-0.371, 0.798, 2.774], [-0.974, 0.918, 1.405], [-0.485, 1.925, 0.585], [-1.069, 1.925, -0.643], [-0.493, 3.192, -1.904], [-2.077, 4.045, -2.686], [-2.118, 0.951, -1.046], [-2.656, -0.020, -0.263], [-2.038, -0.001, 0.983], [-5.790, -1.769, 3.295], [-6.944, -1.340, 2.243], [-5.669, -0.609, -0.434], [-6.289, -2.134, -0.022], [-4.672, 0.707, 1.047], [-4.771, 0.336, 2.699], [-3.718, -2.821, 2.402], [-3.418, -2.531, 0.656], [-2.319, -1.959, 3.986], [-0.347, -0.357, 4.738], [0.439, 1.514, 3.064], [0.205, 2.587, -3.003], [0.282, 4.226, -1.301], [-2.512, 1.030, -2.096], [2.676, 4.422, -8.669], [2.272, 3.934, -7.361], [2.846, 2.604, -7.143], [0.764, 4.208, -6.538], [1.432, 4.169, -5.156], [0.515, 5.923, -6.443], [1.109, 6.884, -7.354], [0.489, 6.519, -5.106], [-0.086, 4.216, -8.091], [-1.451, 4.803, -8.026], [-0.308, 2.842, -8.611], [2.162, 3.922, -9.501], [3.750, 4.262, -8.814], [2.545, 5.490, -8.788], [2.302, 1.824, -7.691], [2.827, 2.335, -6.087], [3.893, 2.561, -7.454], [2.192, 6.971, -7.206], [0.673, 7.877, -7.205], [0.891, 6.645, -8.396], [1.501, 6.639, -4.700], [-0.096, 5.912, -4.415], [0.012, 7.503, -5.126], [-2.063, 4.308, -7.267], [-1.953, 4.713, -8.993], [-1.439, 5.869, -7.811], [-0.807, 2.211, -7.871], [0.625, 2.359, -8.898], [-0.916, 2.861, -9.517], [3.569, -3.109, 6.817], [2.149, -3.177, 6.514], [1.436, -2.172, 7.306], [1.208, -4.585, 6.130], [0.235, -3.817, 5.241], [1.950, -5.398, 4.790], [3.354, -5.277, 4.442], [1.177, -5.478, 3.549], [2.195, -5.568, 7.222], [2.048, -7.032, 7.012], [1.820, -5.364, 8.645], [3.826, -3.518, 7.803], [3.906, -2.068, 6.804], [4.189, -3.602, 6.079], [1.309, -2.482, 8.351], [0.443, -1.981, 6.899], [1.960, -1.212, 7.305], [3.594, -4.281, 4.051], [3.626, -6.009, 3.674], [4.004, -5.514, 5.285], [1.205, -4.532, 2.996], [0.138, -5.737, 3.749], [1.567, -6.264, 2.896], [1.000, -7.342, 7.074], [2.621, -7.586, 7.760], [2.441, -7.360, 6.053], [0.749, -5.522, 8.803], [2.073, -4.363, 8.993], [2.370, -6.046, 9.295]], "lowdin_charge": [0.047, -0.630, 0.056, 0.060, -0.093, -0.140, -0.004, -0.038, -0.018, -0.194, 0.090, -0.418, 0.395, 0.039, -0.110, 0.131, -0.160, 0.069, 0.075, 0.064, 0.068, 0.059, 0.079, 0.108, 0.112, 0.107, 0.092, 0.105, -0.024, -0.010, 0.102, -0.139, -0.309, -0.147, 0.765, -0.330, -0.337, -0.152, -0.145, -0.268, -0.127, -0.135, 0.073, 0.083, 0.045, 0.062, 0.067, 0.078, 0.086, 0.079, 0.068, 0.083, 0.037, 0.079, 0.088, 0.082, 0.070, 0.086, 0.057, 0.083, -0.137, -0.305, -0.147, 0.747, -0.318, -0.340, -0.150, -0.146, -0.269, -0.131, -0.135, 0.073, 0.084, 0.047, 0.063, 0.060, 0.079, 0.086, 0.079, 0.068, 0.083, 0.069, 0.077, 0.086, 0.082, 0.069, 0.086, 0.057, 0.084]}